The following is a quantum chemistry calculation of a molecular structure, CH4OS2 in a non-equilibrium geometry, from the OMol25 dataset.

```
8
Properties=species:S:1:pos:R:3:forces:R:3:lowdin_charge:R:1
C -0.358 -0.089 0.227 -0.7 -0.6 0.7 -0.630
O -0.504 -1.258 -0.294 -0.4 3.3 1.1 -0.680
S -1.709 1.194 0.296 0.9 -2.4 -1.6 0.789
S 0.699 -2.475 -0.289 0.4 0.2 0.0 0.458
H 0.546 0.243 0.841 -1.2 -1.1 -0.8 0.092
H 1.007 0.650 -1.008 0.9 -0.5 -0.6 0.057
H -1.220 1.621 1.414 0.5 0.6 1.2 -0.169
H 1.540 0.114 -1.187 -0.5 0.5 0.0 0.085
```
Forces are in eV/Å.


The following is a quantum chemistry calculation of a molecular structure, CH4OTl in a non-equilibrium geometry, from the OMol25 dataset.

```
7
Properties=species:S:1:pos:R:3:forces:R:3:lowdin_charge:R:1
Tl 2.524 1.793 3.567 0.4 0.3 0.6 1.394
C -0.664 -0.505 -0.432 3.8 4.9 -5.8 0.267
O 0.502 0.344 -0.453 -4.0 -3.7 2.7 0.429
H -1.075 -0.509 -1.441 -0.2 -0.2 -0.2 0.174
H -0.436 -1.527 -0.127 0.6 -2.4 2.1 0.270
H -1.462 -0.214 0.252 -1.2 0.1 2.8 0.260
H 0.612 0.617 -1.366 0.7 1.0 -2.2 0.205
```
Forces are in eV/Å.

The charge is +3.


In the order shown, the computed ΔE to the lowest compared entry with this formula, charge and spin values come out to 85.2 4.3 kcal/mol.